(1)
Molecular formula: C5H9NO
Method: DFT, ωB97M-V/def2-TZVPD

## Properties
HOMO energy (eV): -10.66
Energy (Ha): -325.85059
SMILES: C[C@H](C#N)CCO
Relative energy (zero: lowest compared OMol25 entry of this formula, charge and spin) (eV): 2.366
Frontier orbital gap (eV): 11.166
Lowest unoccupied orbital energy (hartree): 0.018

Structure (ORCA input):
```
! RIJCOSX wB97M-V def2-TZVPD def2/J DEFGRID3
* xyz 0 1
O -1.43 -0.63 -1.76
N 0.05 -0.63 2.63
C 0.56 -0.33 -0.53
C -0.57 -0.53 1.66
C 0.69 1.71 0.98
C -0.37 -1.35 -1.17
C -0.17 0.46 0.54
H 0.74 2.39 0.11
H 1.45 -0.84 -0.12
H 0.23 2.28 1.79
H -2.14 -1.24 -1.98
H -1.11 0.83 0.21
H -0.75 -2.04 -0.39
H 1.73 1.49 1.26
H 0.18 -1.94 -1.91
H 0.91 0.36 -1.31
*
```

Atomic partial charges in e from the natural (NBO) method, atoms 1 to 6:
1. O -0.729
2. N -0.267
3. C -0.416
4. C 0.200
5. C -0.600
6. C -0.063

***

(2)
Molecular formula: C5H9NO
Method: DFT, ωB97M-V/def2-TZVPD

## Properties
HOMO energy (eV): -10.05
Energy (Ha): -325.79758
Relative energy (zero: lowest compared OMol25 entry of this formula, charge and spin) (eV): 3.809
Frontier orbital gap (eV): 9.914
Lowest unoccupied orbital energy (hartree): -0.005

Structure (ORCA input):
```
! RIJCOSX wB97M-V def2-TZVPD def2/J DEFGRID3
* xyz 0 1
O 0.50 0.43 -1.10
N -0.93 -2.48 0.41
C -0.90 -1.59 -0.35
C -0.71 0.68 -1.82
C 0.37 0.01 0.14
C -0.54 0.72 1.12
C 1.65 -0.53 0.75
H -0.67 1.72 -2.15
H 1.94 0.02 1.66
H 2.49 -0.52 0.06
H 1.43 -1.55 1.04
H -1.15 1.48 0.64
H -1.61 0.48 -1.23
H -1.17 -0.05 1.55
H -0.73 -0.02 -2.65
H 0.03 1.19 1.93
*
```

Atomic partial charges in e from the natural (NBO) method, atoms 1 to 6:
1. O -0.495
2. N -0.482
3. C -0.045
4. C -0.274
5. C 0.607
6. C -0.728

***

(3)
Molecular formula: C5H9NO
Method: DFT, ωB97M-V/def2-TZVPD

## Properties
HOMO energy (eV): -8.29
Energy (Ha): -325.83728
Relative energy (zero: lowest compared OMol25 entry of this formula, charge and spin) (eV): 2.729
Frontier orbital gap (eV): 8.975
Lowest unoccupied orbital energy (hartree): 0.025

Structure (ORCA input):
```
! RIJCOSX wB97M-V def2-TZVPD def2/J DEFGRID3
* xyz 0 1
O -0.30 -1.68 0.91
N -0.76 1.40 -0.78
C 0.35 1.76 -0.15
C -0.59 -0.32 0.71
C 1.81 -0.25 -0.19
C -1.34 0.05 -0.57
C 0.71 0.49 0.61
H 1.10 0.68 1.62
H -1.13 -0.66 -1.39
H 1.48 -0.45 -1.22
H 2.03 -1.21 0.28
H 2.72 0.35 -0.24
H -2.44 0.08 -0.46
H -1.19 0.09 1.54
H -1.24 2.02 -1.42
H -1.10 -2.20 0.85
*
```

Atomic partial charges in e from the natural (NBO) method, atoms 1 to 6:
1. O -0.709
2. N -0.574
3. C 0.137
4. C 0.090
5. C -0.605
6. C -0.281

***

(4)
Molecular formula: C5H9NO
Method: DFT, ωB97M-V/def2-TZVPD

## Properties
HOMO energy (eV): -9.42
Energy (Ha): -325.81636
SMILES: CN1C[C@H]1CC=O
Relative energy (zero: lowest compared OMol25 entry of this formula, charge and spin) (eV): 3.298
Frontier orbital gap (eV): 10.435
Lowest unoccupied orbital energy (hartree): 0.037

Structure (ORCA input):
```
! RIJCOSX wB97M-V def2-TZVPD def2/J DEFGRID3
* xyz 0 1
O -2.83 -0.46 1.87
N 0.90 0.40 -0.66
C -1.35 0.78 0.57
C -0.25 -0.28 -0.13
C 1.27 0.11 -2.02
C 1.13 -0.64 0.33
C -1.71 -0.12 1.60
H 1.53 -1.60 -0.02
H -0.74 -1.02 -0.77
H -0.72 1.62 0.85
H 0.67 0.74 -2.69
H 2.33 0.36 -2.17
H 1.12 -0.94 -2.31
H -2.25 1.20 0.10
H 1.50 -0.31 1.29
H -0.93 -0.39 2.30
*
```

Atomic partial charges in e from the natural (NBO) method, atoms 1 to 6:
1. O -0.536
2. N -0.404
3. C -0.507
4. C -0.070
5. C -0.414
6. C -0.253